(1)
Here is C20H36As3O3Pb as an isolated structure from the Open Molecules 2025 dataset. Energies are from ωB97M-V/def2-TZVPD.

CARTESIAN COORDINATES (ANGSTROEM)
Pb  0.5522  1.2911  1.5410
C  -1.6797  -1.2837  -1.2144
As  -0.5446  -1.2008  0.3601
C  -1.6933  -2.0267  1.6903
C  0.7514  -2.6787  0.1647
C  1.9512  -2.6635  -0.7964
C  2.7576  -3.9438  -0.5215
C  2.9116  -1.4857  -0.5397
As  2.4232  0.3947  -0.9126
C  4.1634  1.1569  -0.4916
C  2.4737  0.5299  -2.8560
C  1.5308  -2.6360  -2.2835
As  0.8831  -4.2862  -3.1166
C  -0.4041  -5.3489  -2.1578
C  2.3090  -5.3929  -3.7736
H  -2.0787  -2.2936  -1.3084
H  -1.1457  -0.9982  -2.1176
H  -2.5108  -0.5935  -1.0802
H  -1.9038  -3.0608  1.4195
H  -2.6310  -1.4749  1.7382
H  -1.2161  -2.0022  2.6686
H  0.1246  -3.5536  -0.0374
H  1.1325  -2.8231  1.1798
H  3.1789  -3.9277  0.4837
H  3.5886  -4.0412  -1.2225
H  2.1332  -4.8399  -0.5871
H  3.8391  -1.6634  -1.0917
H  3.1891  -1.4996  0.5192
H  4.9329  0.7013  -1.1139
H  4.4070  0.9896  0.5568
H  4.1412  2.2286  -0.6820
H  3.3070  -0.0475  -3.2558
H  2.6318  1.5788  -3.1039
H  1.5393  0.2132  -3.3135
H  2.3989  -2.4043  -2.9059
H  0.7817  -1.8724  -2.4890
H  -1.2250  -4.7303  -1.8045
H  0.0939  -5.8465  -1.3235
H  -0.7849  -6.1006  -2.8483
H  3.0522  -4.7735  -4.2707
H  1.8946  -6.1138  -4.4765
H  2.7537  -5.9189  -2.9272
C  -3.1055  7.1012  -0.5479
O  -3.3869  6.8565  0.8438
C  -2.9381  5.7682  1.4132
C  -3.2996  5.6560  2.8032
C  -2.9155  4.5442  3.5447
C  -2.1584  3.5353  2.9887
C  -1.7926  2.3674  3.8300
C  -2.4768  2.1609  5.1422
O  -0.9229  1.5665  3.4807
C  -1.7537  3.6641  1.5737
O  -1.0350  2.7902  0.9859
C  -2.1862  4.7815  0.8234
H  -3.5929  8.0408  -0.7788
H  -3.5237  6.2995  -1.1560
H  -2.0295  7.1880  -0.6974
H  -3.8822  6.4552  3.2427
H  -3.2232  4.4934  4.5791
H  -3.5582  2.2636  5.0589
H  -2.1248  2.9071  5.8603
H  -2.2213  1.1764  5.5224
H  -1.8826  4.8258  -0.2116

Cartesian forces, eV/Å:
0.176 0.060 0.112
0.021 0.086 0.000
-0.071 -0.028 0.201
-0.022 -0.018 -0.039
-0.046 -0.015 0.008
0.000 -0.018 -0.021
-0.001 -0.007 0.036
0.020 0.008 -0.027
-0.038 0.054 -0.049
-0.004 -0.002 -0.006
0.001 0.025 0.010
0.024 -0.025 -0.022
0.021 -0.025 0.011
0.010 0.007 0.004
-0.004 0.010 0.001
0.017 -0.007 -0.019
-0.011 0.025 0.010
-0.004 -0.008 0.019
-0.010 0.005 -0.007
0.005 0.007 0.014
0.009 -0.003 -0.008
-0.005 0.028 0.009
0.002 0.003 -0.003
0.001 -0.002 -0.001
0.004 0.000 -0.005
0.010 0.010 -0.001
-0.004 0.016 -0.003
-0.001 -0.004 0.001
-0.003 -0.004 0.002
-0.008 0.003 0.002
-0.001 -0.003 -0.003
0.004 0.000 0.009
-0.004 0.000 0.003
-0.001 -0.006 0.000
-0.008 0.008 -0.001
-0.018 -0.023 -0.006
0.004 0.006 -0.013
-0.003 0.010 -0.005
-0.001 0.001 -0.001
-0.009 0.006 -0.003
-0.012 0.008 -0.001
0.003 -0.003 0.013
0.006 0.007 -0.023
-0.014 0.003 0.025
0.021 -0.018 -0.013
-0.011 0.023 -0.006
0.019 -0.051 0.014
-0.043 0.024 0.020
0.014 0.005 0.041
0.011 -0.004 0.011
-0.072 -0.102 -0.083
0.032 0.026 -0.022
-0.004 -0.114 -0.174
0.009 0.011 -0.017
0.003 -0.002 -0.002
0.001 0.003 0.001
-0.003 -0.004 0.003
-0.003 0.000 -0.003
0.002 -0.005 0.003
-0.002 -0.001 -0.003
-0.006 0.005 -0.001
0.003 0.003 0.006
-0.004 0.009 0.003

The calculation puts the energy above the lowest of the compared OMol25 structures with the same formula, charge and spin at 1.36 kcal/mol. Its charge is +3. The calculation puts the HOMO energy (spin up / spin down) at -16.74 / -16.75 eV. Its total energy is -7908.54946 Eh. As for the max |F|: 0.22 eV Å⁻¹. As for the LUMO energy (spin up / spin down): -10.58 / -10.41 eV. The spin multiplicity is 1.

***

(2)
Here is C9H36N18O9 as an isolated structure at a distorted geometry from the Open Molecules 2025 dataset. Energies are from ωB97M-V/def2-TZVPD.

CARTESIAN COORDINATES (ANGSTROEM)
C  2.5673  1.0335  2.9515
O  2.4398  1.4455  4.0777
N  3.6392  0.6005  2.3305
N  1.4697  0.5979  2.3854
H  3.6733  0.2512  1.3835
H  4.4593  0.5728  2.9194
H  0.5889  0.8373  2.8178
H  1.5388  -0.0292  1.5967
C  -2.9759  -2.1896  0.7373
O  -1.9532  -2.0587  0.0460
N  -3.7531  -1.1801  1.0722
N  -3.5763  -3.3918  1.0962
H  -3.2372  -0.3256  1.2264
H  -4.6761  -1.2985  1.4648
H  -4.3487  -3.4726  1.7419
H  -3.2328  -4.2626  0.7168
C  3.4823  1.7578  -1.6664
O  4.2013  0.8556  -1.9523
N  2.5691  1.6851  -0.7668
N  3.5193  2.9223  -2.1843
H  2.5691  0.8533  -0.1938
H  1.9044  2.4061  -0.5252
H  3.0526  3.7539  -1.8516
H  4.2612  3.1474  -2.8317
C  -2.2981  2.3000  0.3365
O  -1.4276  1.6627  0.8771
N  -3.2424  2.9553  0.9822
N  -2.4659  2.4268  -0.9603
H  -3.3962  2.8251  1.9719
H  -4.0014  3.3695  0.4602
H  -1.9009  1.7807  -1.4927
H  -3.3072  2.7577  -1.4106
C  1.7416  -2.4692  -2.6607
O  2.6435  -2.7487  -3.3309
N  1.0345  -1.4270  -2.7141
N  1.3334  -3.1785  -1.6067
H  0.5666  -0.9542  -1.9541
H  1.1028  -0.9180  -3.5838
H  1.8095  -4.0359  -1.3649
H  0.4937  -2.7906  -1.2011
C  2.8671  -0.6043  0.1069
O  2.1135  -0.0070  0.7950
N  4.0961  -0.8419  0.3640
N  2.3829  -1.1813  -0.9458
H  4.5217  -0.6151  1.2515
H  4.6374  -1.3121  -0.3473
H  1.3812  -1.1723  -1.0743
H  2.8275  -1.8944  -1.5060
C  -0.1907  -0.5096  -0.3349
O  0.3944  -1.5149  -0.7669
N  -1.4679  -0.2583  -0.1880
N  0.5199  0.4722  0.0655
H  -1.6883  0.6189  0.2615
H  -2.0855  -1.0508  -0.2912
H  1.5149  0.3002  0.0413
H  0.1637  1.3840  0.3140
C  -3.9524  -3.3666  -2.0328
O  -4.1753  -3.9410  -3.0939
N  -4.6855  -3.6475  -0.9586
N  -2.9711  -2.4665  -1.8660
H  -4.5030  -3.1808  -0.0817
H  -5.4533  -4.2929  -1.0778
H  -2.5856  -2.0001  -2.6747
H  -2.8127  -2.0027  -0.9828
C  0.3067  3.2547  1.4791
O  0.5369  2.7501  0.3511
N  -0.3710  2.6754  2.3360
N  0.8358  4.3115  2.0357
H  -0.5798  1.7366  2.0277
H  -0.6337  2.9106  3.2825
H  1.5513  4.8502  1.5688
H  0.6360  4.5286  3.0017

Cartesian forces, eV/Å:
-3.474 -2.207 1.241
2.013 2.650 2.956
4.501 0.987 0.993
-7.129 3.188 7.133
-0.235 2.864 2.672
0.175 0.340 -0.239
1.070 -0.132 1.015
-4.367 -1.094 5.503
-0.207 -3.628 2.376
-1.595 -14.035 7.781
-0.431 2.433 0.520
3.019 0.164 2.204
-0.438 0.300 -0.102
0.403 0.022 0.029
0.359 0.291 0.200
0.184 0.254 0.073
-0.399 -1.007 1.180
2.849 -2.696 -1.416
-1.600 -0.074 2.251
1.531 6.517 -4.180
0.985 4.437 -2.008
0.357 -0.073 -0.156
-0.133 -0.634 0.265
-0.120 -0.339 0.029
-1.687 1.650 -0.159
-3.931 1.091 -0.351
-2.267 1.293 2.389
1.141 -0.782 -3.004
0.256 0.115 -0.237
0.190 -0.019 0.315
0.067 0.107 -0.327
0.251 -0.043 0.361
-3.252 -3.854 2.413
5.566 -1.700 -4.456
-3.759 6.822 -8.651
0.564 -5.525 -0.260
-0.470 -0.431 -3.476
0.520 0.015 0.022
-0.230 0.187 -0.227
0.084 -2.301 0.210
2.456 -10.376 -6.765
15.791 -5.453 -0.267
5.950 -1.623 0.688
8.490 1.895 1.103
0.796 -1.483 -0.918
0.005 0.407 0.092
2.542 0.630 1.289
1.840 1.293 1.111
-1.899 4.297 2.839
-11.345 -1.414 6.910
-1.242 4.603 -3.369
-8.018 2.027 -5.425
0.855 -2.037 -1.219
0.449 4.925 -1.737
-5.269 2.409 -3.560
0.212 -0.876 -0.821
-0.050 -0.522 -2.636
0.066 0.050 -0.356
-2.195 -0.464 0.261
-0.616 0.908 -2.190
-1.352 -0.620 -1.550
0.221 0.224 -0.140
-0.130 -0.555 -0.122
-1.109 -0.784 -3.334
3.452 1.314 -2.426
0.224 4.679 0.845
-3.901 -4.101 6.227
2.510 4.416 -0.502
-0.029 0.775 1.722
0.843 0.457 -0.324
-0.280 -0.028 0.090
0.373 -0.128 -0.395

The calculation puts the energy above the lowest of the compared OMol25 structures with the same formula, charge and spin at 914.94 kcal/mol. The calculation puts the HOMO energy at -7.16 eV. Its total energy is -2026.26424 Eh. As for the max |F|: 16.71 eV Å⁻¹. As for the LUMO energy: -0.65 eV. The spin multiplicity is 1.

***

(3)
Here is a 10-piece molecular cluster, C21H61O10S9 overall at a distorted geometry from the Open Molecules 2025 dataset. Energies are from ωB97M-V/def2-TZVPD.

CARTESIAN COORDINATES (ANGSTROEM)
C  0.7611  -1.3472  -0.3056
C  0.5311  0.2148  -0.1686
C  -0.8839  0.5388  0.2874
O  1.5631  0.6398  0.6524
H  -0.0259  -1.8622  -0.9036
H  0.8501  -1.7562  0.6714
H  1.6321  -1.6812  -0.8076
H  0.7801  0.6488  -1.1096
H  -1.1689  -0.0102  1.1714
H  -1.5149  0.2768  -0.6176
H  -1.1159  1.5778  0.4484
C  5.1321  1.2618  -0.6836
S  4.3511  -0.2392  -0.1186
O  4.4241  -1.2682  -1.2486
C  5.6981  -0.6622  0.9794
H  4.1841  1.8798  -1.0066
H  5.8851  1.1498  -1.5906
H  5.4371  1.9048  0.1084
H  5.6191  0.1138  1.8204
H  6.7101  -0.6212  0.5324
H  5.5981  -1.5502  1.4884
C  -0.6259  2.5438  3.2334
S  -0.4369  2.9488  4.9284
O  0.5601  4.1018  4.8704
C  -2.0429  3.6128  5.2134
H  -1.5269  1.9358  3.0424
H  0.1821  1.9328  2.8194
H  -0.7989  3.4668  2.7484
H  -1.9979  3.9668  6.2874
H  -2.7189  2.8678  5.0114
H  -2.0629  4.4568  4.5824
C  2.0791  1.1678  -3.2656
S  2.5211  1.5288  -4.9396
O  3.7881  0.8248  -5.3136
C  1.2551  0.7138  -5.9526
H  2.4981  0.2118  -2.9926
H  1.0051  1.1058  -3.1466
H  2.5091  2.0098  -2.6766
H  1.3881  1.0458  -7.0216
H  0.1501  0.8248  -5.5936
H  1.2541  -0.2942  -5.8596
C  -2.8479  -2.7352  -4.4736
S  -1.1499  -2.3322  -4.1166
O  -0.6149  -1.7822  -5.4356
C  -1.5269  -0.9122  -3.1256
H  -3.0249  -3.5892  -5.1706
H  -3.2579  -1.8782  -4.8736
H  -3.4959  -2.9182  -3.5976
H  -2.1979  -0.2052  -3.6436
H  -0.5569  -0.3592  -2.9236
H  -2.0669  -1.4412  -2.3996
C  -4.2619  3.4918  2.7364
S  -3.9959  3.8018  0.9754
O  -2.4629  4.0138  0.9084
C  -4.4059  2.1358  0.5064
H  -5.2759  3.3168  2.8984
H  -3.8189  4.3298  3.2784
H  -3.6969  2.6568  3.0394
H  -4.3419  1.9098  -0.5716
H  -5.3989  1.7408  0.8884
H  -3.7859  1.4628  1.1614
C  2.9581  -0.2782  3.8564
S  2.6181  -1.7012  2.7534
O  3.3571  -2.8742  3.3724
C  0.9171  -1.7722  3.2884
H  3.8371  0.1038  3.4844
H  3.1951  -0.4232  4.8764
H  2.3521  0.5218  3.5784
H  0.3951  -2.6772  2.9324
H  0.3051  -0.9832  2.8664
H  0.8961  -1.6952  4.3854
C  -2.6339  -3.5312  2.3104
S  -2.2209  -2.6792  0.9124
O  -2.5769  -3.5122  -0.2976
C  -3.4069  -1.2652  0.9794
H  -2.4849  -2.9282  3.1784
H  -2.0139  -4.5172  2.3434
H  -3.6949  -3.8002  2.2334
H  -3.4309  -0.8252  -0.0846
H  -3.1999  -0.5542  1.7174
H  -4.3949  -1.6192  1.3124
C  2.0451  -6.0582  0.0434
S  2.8281  -5.2442  1.3924
O  3.9181  -6.1762  1.9544
C  3.4881  -3.8902  0.4164
H  1.2321  -5.5232  -0.4576
H  1.5331  -6.9242  0.5264
H  2.7761  -6.2602  -0.6666
H  2.6391  -3.2032  0.1874
H  3.9151  -4.2862  -0.5896
H  4.1831  -3.1622  0.8644
C  -2.9799  4.4438  -2.8316
S  -2.2719  2.8158  -2.7186
O  -1.9049  2.2928  -4.1476
C  -0.7769  3.2108  -1.9636
H  -2.3609  5.1208  -3.3346
H  -3.0909  4.8418  -1.7956
H  -3.9819  4.5018  -3.3246
H  -0.8559  3.3058  -0.9406
H  -0.1809  3.9778  -2.3726
H  -0.1659  2.3398  -1.8746

Cartesian forces, eV/Å:
-2.222 0.583 -1.220
2.912 -1.344 1.876
-0.508 -0.415 -2.123
-0.873 0.572 0.795
-0.075 0.048 0.617
-0.406 -0.367 0.899
1.374 0.628 -0.666
-0.723 0.441 -1.546
-0.012 -0.334 0.195
0.012 -0.121 1.103
0.448 0.673 0.253
-1.683 1.538 -3.214
0.707 -1.864 -0.815
-0.218 1.224 0.923
1.059 3.116 0.817
1.780 -1.155 -0.120
-1.553 0.039 2.085
0.888 0.030 0.854
0.328 -0.753 -1.147
-0.609 0.100 -0.047
-0.627 -2.368 0.767
-1.020 -1.674 -0.413
2.694 0.133 0.259
-1.243 -0.892 0.505
2.186 1.761 2.373
0.112 0.071 0.347
0.346 0.491 0.092
0.227 0.976 -0.900
-0.461 -0.528 -1.176
-1.900 -1.512 -0.212
-0.567 1.085 -0.814
0.187 0.117 0.355
-0.055 0.621 -1.838
-0.079 0.046 0.454
-2.447 2.840 0.079
0.359 -0.310 0.295
-0.168 0.297 -0.122
-0.388 -0.818 -0.177
-0.111 -0.281 1.288
1.840 0.905 -0.590
1.019 -3.391 0.057
-1.067 -2.188 0.754
1.099 0.593 -2.155
-0.379 -0.834 1.082
0.929 1.244 -1.495
0.746 0.656 0.505
-0.752 1.963 -1.379
0.757 -0.214 0.110
0.308 -0.361 -0.113
-1.290 -1.031 0.470
-0.377 0.063 2.269
1.133 1.368 -0.739
2.183 0.655 0.630
-2.499 -0.581 -0.375
-0.515 -2.495 1.076
-1.783 0.021 0.547
-0.596 0.153 -0.182
0.712 -1.257 0.020
0.335 0.288 0.579
0.503 1.323 -0.619
0.260 0.631 -1.238
0.212 -1.006 -1.394
0.761 -0.079 1.434
-0.705 0.824 -0.384
-1.317 -0.746 0.433
2.600 0.628 -1.046
-0.684 -0.798 1.189
-1.873 1.155 0.021
0.657 -0.043 0.267
0.436 0.624 -0.210
-0.040 -0.283 -0.306
-0.901 -3.305 1.033
1.455 1.771 -3.051
-0.290 0.526 1.001
-1.290 -1.502 -1.870
0.340 0.368 0.675
-0.958 1.900 -0.004
0.087 -0.201 0.236
0.063 -0.685 1.854
1.155 1.165 0.876
-0.001 -0.331 -0.683
-2.100 -0.683 0.943
1.128 0.301 2.269
-1.417 1.213 -1.484
0.432 0.459 -2.245
0.252 0.559 0.380
0.797 0.206 -0.663
1.256 -1.043 -1.307
0.231 -0.864 -0.057
-0.580 0.751 1.712
0.015 -1.131 0.315
-1.738 0.460 1.056
-0.192 -1.811 -2.894
-0.851 1.185 2.427
1.020 -0.638 -0.088
1.234 0.839 -0.943
0.075 -0.465 -0.512
0.813 -0.641 0.391
-0.996 1.152 2.443
0.338 1.061 -0.821
0.339 -1.094 -0.891

The calculation puts the energy above the lowest of the compared OMol25 structures with the same formula, charge and spin at 97.17 kcal/mol. Its charge is -1. The calculation puts the HOMO energy at -3.92 eV. Its total energy is -5172.34984 Eh. As for the max |F|: 3.94 eV Å⁻¹. As for the LUMO energy: 1.29 eV. The spin multiplicity is 1.